Below is a structure of composition C5H20NO4S2, with properties calculated with ωB97M-V with the def2-TZVPD basis set.

Each line ends with the Löwdin charge.
Atoms and positions in Å:
C  1.2989  0.4609  2.3996  -0.2975
C  1.8089  1.8681  2.2113  -0.5505
S  0.4368  3.0730  1.8505  0.6161
C  0.9428  -0.2376  1.0669  -0.2529
N  -0.3905  0.1591  0.5381  -0.1066
C  -1.4883  -0.4148  1.3790  -0.3268
C  -2.7119  -0.7730  0.5203  -0.6387
S  -2.4339  -2.3183  -0.4464  0.3756
H  2.1304  -0.1414  2.9054  0.1216
H  0.4389  0.4148  3.0925  0.0940
H  2.2981  2.2484  3.0875  0.0428
H  2.5343  1.9289  1.3764  0.0721
H  -0.2990  2.2884  0.9530  -0.1387
H  1.0630  -1.3604  1.1614  0.1137
H  1.7680  0.0575  0.2551  0.1307
H  -0.3888  -0.1756  -0.4202  0.0523
H  -1.7672  0.3886  2.0843  0.0932
H  -1.1007  -1.2599  2.0105  0.1082
H  -2.9768  0.0866  -0.1439  0.0696
H  -3.5353  -0.9345  1.1916  0.0245
H  -0.6523  0.5725  -2.5997  0.0057
H  -0.4394  1.5873  -1.4513  0.0002
O  -0.2690  1.4453  -2.3635  -0.0687
H  -1.6581  -1.1201  -3.5142  0.0160
H  -1.6887  -1.5604  -1.8981  -0.1254
O  -1.1655  -1.0615  -2.7305  -0.2166
H  0.4211  -1.7627  -2.5581  -0.0353
H  1.0331  -2.3788  -1.4274  0.0142
O  1.2580  -2.0395  -2.2574  -0.0257
H  1.3455  0.9404  -2.1785  -0.0086
H  1.9890  -0.4582  -2.1374  -0.0244
O  2.1988  0.4769  -1.9567  -0.1339

The max |F| comes out at 0.05410 hartree/bohr. The net charge is -1. As for the relative energy (zero: lowest compared OMol25 entry of this formula, charge and spin): 0.0 kJ/mol. The HOMO energy is -4.226 eV. The calculation puts the orbital gap at 7.3 eV.

---

Below is a cluster of 5 separate species, C5H20NO6 in total, with properties calculated with ωB97M-V with the def2-TZVPD basis set.

Each line ends with the Löwdin charge.
Atoms and positions in Å:
C  0.1581  0.1552  -1.5639  -0.2349
N  0.9101  -0.9104  -0.9465  -0.0745
C  0.2041  -2.2269  -1.0312  -0.4635
O  -0.9710  -2.2922  -0.4091  -0.2974
C  0.8082  1.5856  -1.3511  -0.1850
C  0.5900  2.1731  0.0366  -0.1775
C  -0.9278  2.4581  0.2396  -0.2581
O  -1.4021  3.5020  -0.5863  -0.0804
H  -0.8800  0.2472  -1.2990  0.0871
H  0.3025  0.0831  -2.6499  0.1096
H  1.1246  -0.6274  0.0030  0.0783
H  0.9598  -2.9100  -0.5090  0.0982
H  0.2251  -2.5359  -2.0967  0.0947
H  1.8654  1.5119  -1.5838  0.0958
H  0.2307  2.1630  -2.0890  0.0919
H  0.9202  1.4603  0.7939  0.0791
H  1.2007  3.0543  0.2775  0.1112
H  -1.0611  2.8363  1.2583  0.1091
H  -1.6026  1.6046  0.1415  0.1093
H  -1.4620  3.3035  -1.5183  0.0667
H  3.1601  -1.1258  -1.1897  0.0225
H  3.2102  -0.6721  0.1878  0.0108
O  3.6718  -0.5117  -0.6362  -0.0906
H  -3.2912  -1.9815  -0.4672  0.0156
H  -2.4003  -1.1027  0.1942  -0.0031
O  -3.3689  -1.3057  0.2223  -0.1246
H  0.4292  1.0827  2.9900  0.0107
H  0.2742  -0.5313  2.9784  -0.0086
O  0.8613  0.2342  3.0923  -0.0878
H  -0.8852  -2.0111  1.1284  0.0005
H  0.2333  -2.5737  2.2255  0.0161
O  -0.5329  -2.0276  2.0913  -0.1212

The max |F| comes out at 0.05303 hartree/bohr. The net charge is -1. As for the relative energy (zero: lowest compared OMol25 entry of this formula, charge and spin): 136.2 kJ/mol. The HOMO energy is -4.515 eV. The calculation puts the orbital gap at 7.8 eV.

---

Below is a cluster of 5 separate species, C5H20O5 in total, with properties calculated with ωB97M-V with the def2-TZVPD basis set.

Each line ends with the Löwdin charge.
Atoms and positions in Å:
C  17.9998  -2.1578  -7.0244  -0.2100
O  18.4698  -1.9305  -8.2979  -0.1031
H  18.0806  -3.1519  -6.5848  0.0796
H  18.4011  -1.3676  -6.3898  0.0761
H  16.9451  -1.8892  -6.9646  0.0767
H  19.4163  -2.0910  -8.2935  0.0805
C  18.0617  8.6537  -9.9833  -0.1678
O  18.9167  9.7703  -9.6681  -0.1139
H  18.5313  7.7130  -10.2709  0.0656
H  17.6258  8.3275  -9.0391  0.0766
H  17.3690  8.8139  -10.8095  0.0750
H  19.2386  10.0061  -10.5413  0.0646
C  13.2065  0.0066  -16.9635  -0.1595
O  12.9905  -1.3914  -16.7651  -0.1314
H  12.9749  0.3236  -17.9804  0.0771
H  12.5598  0.4298  -16.1949  0.0792
H  14.2566  0.2703  -16.8381  0.0704
H  12.9711  -1.4144  -15.8056  0.0643
C  18.3840  1.8083  -12.9399  -0.1934
O  17.5676  2.5910  -12.1521  -0.1201
H  19.0701  1.1676  -12.3859  0.0723
H  17.7446  1.0752  -13.4317  0.0739
H  18.8893  2.5257  -13.5865  0.0871
H  16.9170  2.1162  -11.6297  0.0802
C  19.8076  -1.2542  -17.7831  -0.1567
O  20.9810  -1.6673  -18.4830  -0.1315
H  18.9259  -1.5767  -18.3369  0.0799
H  19.8165  -1.7656  -16.8205  0.0683
H  19.8806  -0.2039  -17.5011  0.0731
H  20.7371  -2.0851  -19.3122  0.0669

The max |F| comes out at 0.04691 hartree/bohr. As for the SMILES: CO.CO.CO.CO.CO. As for the relative energy (zero: lowest compared OMol25 entry of this formula, charge and spin): 300.6 kJ/mol. The HOMO energy is -10.249 eV. The calculation puts the orbital gap at 10.7 eV.